Arrangement a

Formula: C16H15N3O3
Source: the Open Molecules 2025 dataset
Level of theory: ωB97M-V/def2-TZVPD

- LUMO (eV) = -0.1

```
37
Properties=species:S:1:pos:R:3:mulliken_charge:R:1
N 2.04 -0.26 -3.73 -0.529
O -1.35 0.07 1.79 -0.684
O 1.68 4.03 0.36 -0.570
C 1.42 -0.25 -2.77 -0.072
O -0.26 5.08 -0.45 -0.434
C -0.96 -0.01 0.61 0.620
C 0.47 4.21 0.33 0.348
C -0.73 1.21 -0.18 0.365
C 0.15 1.19 -1.29 0.486
C 0.35 -4.77 2.09 -0.378
C -0.80 -4.00 2.70 -0.749
C 0.94 -4.50 0.83 -1.026
C -1.05 -2.71 2.16 -0.518
C 0.48 -3.26 0.26 0.525
C -0.44 -2.34 0.91 0.302
N 0.69 -2.63 -0.98 -0.244
N -0.78 -1.26 0.07 0.127
C 0.64 2.37 -2.14 -1.957
C -0.48 3.41 1.18 -0.625
C -1.40 2.50 0.36 -1.592
C 0.90 -0.17 -1.42 0.770
C -0.04 -1.39 -1.20 -0.570
H 0.48 5.50 -0.94 0.405
H 0.71 -5.58 2.69 0.389
H -1.35 -4.47 3.46 0.460
H 1.71 -5.03 0.39 0.519
H -1.87 -2.24 2.54 0.474
H 0.74 -3.29 -1.81 0.302
H 0.42 2.18 -3.17 0.566
H 0.10 3.27 -2.00 0.413
H 1.76 2.60 -2.02 0.291
H -1.13 4.05 1.71 0.407
H 0.11 2.99 1.93 0.449
H -2.34 2.17 0.95 0.384
H -1.64 3.02 -0.56 0.579
H 1.61 -0.16 -0.68 0.343
H -0.76 -1.56 -1.97 0.425
```



Arrangement b

Formula: C16H15N3O3
Source: the Open Molecules 2025 dataset
Level of theory: ωB97M-V/def2-TZVPD

- LUMO (eV) = -0.9

```
37
Properties=species:S:1:pos:R:3:mulliken_charge:R:1
O -2.88 -0.20 2.40 -0.720
O 0.99 2.36 1.79 -0.713
O -2.70 3.53 4.21 -0.585
N 2.09 -0.93 -1.53 -0.466
C -2.14 0.74 2.50 0.711
C -0.16 2.18 2.28 0.455
C -2.16 2.90 3.38 0.283
C 1.27 2.88 5.19 -0.897
C 0.14 3.66 4.95 0.064
C -0.81 0.90 2.03 0.076
C -0.28 -0.24 1.38 -0.389
C 1.03 -0.93 -0.70 -0.358
C 2.52 -2.36 -5.40 -0.203
C 3.39 -1.48 -4.85 -0.535
C 1.44 -2.87 -4.66 -0.685
C 3.14 -1.08 -3.56 0.022
C 1.15 -2.40 -3.36 -0.354
C 2.06 -1.49 -2.76 0.590
N -2.74 1.71 3.14 -0.038
N -0.83 3.09 2.97 0.044
C 1.03 -0.48 0.77 -0.551
C -0.03 4.20 3.64 -0.767
H 2.02 2.82 4.49 0.375
H 1.28 2.45 6.16 0.267
H -0.67 3.84 5.71 0.347
H -1.02 -1.08 1.36 0.429
H 0.19 -1.30 -1.18 0.500
H 2.76 -2.82 -6.43 0.238
H 4.31 -1.18 -5.32 0.356
H 0.90 -3.70 -5.21 0.265
H 4.03 -0.57 -3.27 0.321
H 0.25 -2.83 -2.76 0.198
H -3.75 1.63 3.17 0.281
H 1.55 -1.20 1.40 0.406
H 1.72 0.41 0.85 0.322
H 0.99 4.31 3.14 0.343
H -0.49 5.12 3.66 0.369
```



The most stable arrangement is arrangement a, and the next structure is 32.6 kcal/mol less stable.



Arrangement a

Formula: C3H9N2O2
Source: the Open Molecules 2025 dataset
Level of theory: ωB97M-V/def2-TZVPD

- total charge = +1
- LUMO (eV) = -5.1

```
16
Properties=species:S:1:pos:R:3:mulliken_charge:R:1
C 2.31 0.74 0.10 -0.623
C -1.31 -0.27 1.86 -0.603
C -1.00 -0.43 -2.11 -0.489
N 1.09 0.37 0.74 -0.578
N 0.08 0.02 0.00 1.205
O -1.14 -0.16 0.47 -0.345
O 0.16 -0.08 -1.33 -0.310
H 2.76 1.61 0.71 0.276
H 1.97 1.07 -0.88 0.334
H 3.00 -0.19 0.33 0.311
H -2.04 -0.96 2.02 0.336
H -1.51 0.60 2.55 0.310
H -0.41 -0.72 2.20 0.331
H -1.71 0.38 -2.17 0.296
H -1.50 -1.22 -1.41 0.255
H -0.73 -0.75 -3.07 0.293
```



Arrangement b

Formula: C3H9N2O2
Source: the Open Molecules 2025 dataset
Level of theory: ωB97M-V/def2-TZVPD

- total charge = +1
- LUMO (eV) = -3.5

```
16
Properties=species:S:1:pos:R:3:mulliken_charge:R:1
N -1.03 -1.25 -0.42 -0.292
C -0.49 0.17 -0.30 0.169
C 0.82 0.23 -1.05 -0.832
O 1.74 -0.72 -0.60 -0.509
C -0.55 0.40 1.22 0.310
N 0.34 1.24 1.81 -0.331
O -1.37 -0.19 1.87 -0.632
H -0.30 -1.91 -0.67 0.349
H -1.60 -1.55 0.38 0.346
H -1.67 -1.21 -1.22 0.369
H -1.20 0.90 -0.70 0.296
H 0.57 0.17 -2.12 0.457
H 1.18 1.27 -1.01 0.448
H 2.40 -0.74 -1.28 0.347
H 0.07 1.47 2.76 0.298
H 1.08 1.74 1.34 0.207
```



Arrangement c

Formula: C3H9N2O2
Source: the Open Molecules 2025 dataset
Level of theory: ωB97M-V/def2-TZVPD

- total charge = +1
- LUMO (eV) = -5.2

```
16
Properties=species:S:1:pos:R:3:mulliken_charge:R:1
C 1.08 -1.03 -0.39 0.288
C -0.26 -0.64 1.87 -1.172
C 0.42 -0.06 0.69 0.809
N 1.89 -0.42 -1.26 -0.323
N -1.24 0.26 -1.24 -0.661
O 0.90 -2.20 -0.28 -0.497
O 0.78 1.12 0.67 -0.287
H -0.92 -1.47 1.60 0.300
H -0.85 0.20 2.38 0.459
H 0.62 -1.02 2.44 0.349
H 2.13 0.52 -1.29 0.216
H 2.45 -1.10 -1.79 0.284
H -0.40 0.27 -1.84 0.284
H -1.89 0.99 -1.48 0.255
H -1.64 -0.67 -1.39 0.268
H 0.58 1.62 1.49 0.428
```



The most stable arrangement is arrangement b, and the next structure is 25.8 kcal/mol less stable.



Arrangement a

Formula: C3H9N2O2
Source: the Open Molecules 2025 dataset
Level of theory: ωB97M-V/def2-TZVPD

- total charge = +1
- LUMO (eV) = -3.3

```
16
Properties=species:S:1:pos:R:3:mulliken_charge:R:1
N 1.71 0.13 -0.21 -0.339
C 0.21 0.13 -0.61 -0.152
C -0.51 1.39 0.13 -0.617
O 0.16 1.44 1.38 -0.565
C -0.34 -1.20 -0.01 0.439
N -1.49 -1.81 -0.33 -0.372
O 0.47 -1.75 0.68 -0.578
H 1.88 0.32 0.78 0.311
H 2.05 -0.78 -0.53 0.359
H 2.11 0.77 -0.90 0.340
H -0.01 0.15 -1.64 0.492
H -0.42 2.26 -0.46 0.393
H -1.50 1.20 0.14 0.453
H -0.41 1.83 2.12 0.352
H -1.55 -2.71 0.04 0.259
H -2.37 -1.39 -0.58 0.225
```



Arrangement b

Formula: C3H9N2O2
Source: the Open Molecules 2025 dataset
Level of theory: ωB97M-V/def2-TZVPD

- total charge = +1
- LUMO (eV) = -3.8

```
16
Properties=species:S:1:pos:R:3:mulliken_charge:R:1
C -0.61 -0.17 -0.28 0.602
C 0.54 0.80 -0.19 0.465
C -0.27 -1.55 0.35 -1.467
N 1.83 0.53 -0.58 -0.424
N 0.35 1.91 0.51 -0.336
O -1.75 0.16 0.37 -0.317
O -2.73 0.74 -0.51 -0.363
H -0.78 -0.48 -1.34 0.316
H 0.16 -1.38 1.24 0.458
H 0.50 -2.03 -0.32 0.384
H -1.15 -2.16 0.31 0.386
H 2.49 1.41 -0.45 0.243
H 2.21 -0.26 -1.06 0.225
H -3.30 -0.01 -0.71 0.360
H 1.09 2.58 0.59 0.198
H -0.63 2.02 0.83 0.270
```



The most stable arrangement is arrangement a, and the next structure is 56.6 kcal/mol less stable.



Arrangement a

Formula: C3H4FOS
Source: the Open Molecules 2025 dataset
Level of theory: ωB97M-V/def2-TZVPD

- total charge = -1
- LUMO (eV) = 4.0

```
10
Properties=species:S:1:pos:R:3:mulliken_charge:R:1
C -1.49 -1.64 -0.34 -0.035
C 0.51 0.96 -0.20 -0.490
C 1.36 0.99 0.76 0.018
O -0.60 -1.43 0.51 -0.590
F 1.88 2.17 1.28 -0.291
S -1.71 -0.87 -1.82 -0.584
H 0.06 1.99 -0.47 0.123
H -2.11 -2.56 -0.24 0.303
H 0.12 0.16 -0.69 0.210
H 1.98 0.23 1.21 0.335
```



Arrangement b

Formula: C3H4FOS
Source: the Open Molecules 2025 dataset
Level of theory: ωB97M-V/def2-TZVPD

- total charge = -1
- LUMO (alpha / beta) (eV) = 3.2 / 3.2

```
10
Properties=species:S:1:pos:R:3:mulliken_charge:R:1
C -0.64 -1.31 2.18 0.374
C 0.51 0.09 -1.34 -0.892
C 0.12 0.99 -0.20 -0.361
O -0.76 -2.21 1.42 -0.241
F -1.26 1.37 -0.38 -0.278
S -0.48 -0.41 3.44 -0.300
H 0.01 -0.88 -1.24 0.133
H 0.24 0.48 -2.34 0.288
H 1.59 -0.08 -1.32 0.302
H 0.67 1.95 -0.23 -0.025
```



The most stable arrangement is arrangement a, and the next structure is 31.6 kcal/mol less stable.



Arrangement a

Formula: C5H2O
Source: the Open Molecules 2025 dataset
Level of theory: ωB97M-V/def2-TZVPD

- LUMO (eV) = -1.3

```
8
Properties=species:S:1:pos:R:3:mulliken_charge:R:1
O -1.30 -1.34 1.01 -0.463
C -0.82 -0.26 0.80 0.425
C -0.70 0.42 -0.91 -0.018
C 0.27 1.11 -1.41 -0.574
C 0.93 0.41 -0.41 0.759
C 0.98 -0.25 0.68 -0.822
H -1.04 0.69 1.30 0.331
H 1.50 -0.91 1.34 0.362
```



Arrangement b

Formula: C5H2O
Source: the Open Molecules 2025 dataset
Level of theory: ωB97M-V/def2-TZVPD

- LUMO (eV) = -0.7

```
8
Properties=species:S:1:pos:R:3:mulliken_charge:R:1
O 1.48 1.55 0.14 -0.406
C 1.77 0.40 -0.09 -0.036
C 0.77 -0.55 -0.48 0.121
C -0.26 -1.16 -0.72 -0.246
C -1.50 -0.70 -0.30 0.085
C -2.25 -0.04 0.38 -0.168
H 2.78 -0.01 -0.02 0.278
H -2.80 0.52 1.10 0.371
```



The most stable arrangement is arrangement b, and the next structure is 65.0 kcal/mol less stable.



Arrangement a

Formula: C15H19N5O2S
Source: the Open Molecules 2025 dataset
Level of theory: ωB97M-V/def2-TZVPD

- LUMO (eV) = -1.7

```
42
Properties=species:S:1:pos:R:3:mulliken_charge:R:1
O 0.32 -2.54 -4.74 -0.586
O 2.05 -3.88 -4.94 -0.580
N 0.62 -5.89 -1.66 -0.576
N -1.08 -5.49 -0.05 -0.393
N -1.65 -4.62 0.73 -0.249
S -0.63 -3.68 -2.17 0.118
C -0.30 -5.09 -1.16 0.580
C 1.17 -5.33 -2.82 -0.497
C 0.61 -4.18 -3.27 0.178
C 0.11 -2.93 1.02 -0.432
C 0.51 -1.61 0.90 -0.173
C -1.78 -0.95 0.41 -0.616
C -1.25 -3.29 0.78 -0.310
C -0.44 -0.65 0.58 -0.274
C -2.22 -2.29 0.51 0.846
N 0.00 0.66 0.34 0.423
N 1.03 -3.47 -4.37 0.961
C -3.65 -2.62 0.21 -1.358
C 0.40 0.97 -1.05 -1.135
C -1.57 4.49 2.03 -1.336
C 0.66 1.35 1.49 -0.931
C -0.42 3.67 1.50 -0.129
C -0.31 2.33 2.20 -0.722
H 2.00 -5.77 -3.34 0.521
H 0.86 -3.71 1.23 0.430
H 1.54 -1.33 1.03 0.542
H -2.43 -0.18 0.09 0.494
H -4.06 -3.32 0.95 0.374
H -4.32 -1.72 0.25 0.383
H -3.71 -3.08 -0.77 0.264
H 0.79 1.97 -1.09 0.422
H -0.41 0.89 -1.79 0.239
H 1.19 0.28 -1.32 0.390
H -2.48 3.91 2.02 0.346
H -1.75 5.38 1.41 0.369
H -1.34 4.80 3.07 0.301
H 1.56 1.87 1.18 0.499
H 0.98 0.60 2.21 0.478
H -0.61 3.48 0.45 0.215
H 0.52 4.24 1.58 0.245
H 0.02 2.47 3.22 0.426
H -1.30 1.87 2.31 0.253
```



Arrangement b

Formula: C15H19N5O2S
Source: the Open Molecules 2025 dataset
Level of theory: ωB97M-V/def2-TZVPD

- LUMO (eV) = 0.3

```
42
Properties=species:S:1:pos:R:3:mulliken_charge:R:1
C -5.42 -2.10 1.54 -0.784
H -6.43 -2.20 1.93 0.228
O -5.54 -1.28 0.40 -0.458
C -4.41 -0.97 -0.29 0.599
C -3.14 -1.44 0.03 -0.031
C -2.05 -1.06 -0.74 0.048
C -2.22 -0.21 -1.83 -0.820
C -3.49 0.24 -2.15 -0.527
C -4.58 -0.13 -1.39 -0.699
H -5.57 0.22 -1.63 0.444
H -3.62 0.90 -3.00 0.370
H -1.37 0.08 -2.43 0.343
N -0.75 -1.49 -0.45 -0.008
C -0.34 -2.35 0.51 0.623
O -1.04 -3.01 1.23 -0.664
C 1.18 -2.51 0.59 -0.813
H 1.45 -2.77 1.62 0.406
H 1.50 -3.31 -0.08 0.455
S 2.14 -1.06 0.09 -0.194
C 1.51 0.08 1.23 0.503
N 0.60 -0.19 2.15 -0.007
N 0.39 0.95 2.79 -0.782
N 1.10 1.88 2.33 -0.454
N 1.83 1.39 1.32 0.636
C 2.74 2.21 0.57 -0.348
H 2.63 3.21 1.01 0.460
C 2.40 2.25 -0.94 -0.675
H 1.51 1.67 -1.16 0.230
C 3.64 1.70 -1.65 -0.408
C 4.79 2.04 -0.70 -0.659
H 5.68 1.46 -0.91 0.382
C 4.20 1.72 0.67 -0.610
H 4.73 2.20 1.48 0.337
H 4.21 0.64 0.83 0.268
H 5.03 3.10 -0.77 0.297
H 3.77 2.13 -2.64 0.387
H 3.56 0.61 -1.76 0.169
H 2.22 3.28 -1.24 0.313
H -0.03 -1.07 -1.02 0.100
H -2.98 -2.08 0.88 0.689
H -5.03 -3.09 1.28 0.323
H -4.78 -1.65 2.30 0.328
```



The most stable arrangement is arrangement b, and the next structure is 117.1 kcal/mol less stable.